The following is a DFT calculation (ωB97M-V/def2-TZVPD) of a structure of composition C27H44ErN3P3S.

Calculated values
Multiplicity = 4
Total energy = -99477.964 eV
<S²> = 3.753
Charge = +3
Frontier orbital gap (spin up / spin down) = 6.020 / 6.096 eV

```
79
C27H44ErN3P3S (ωB97M-V/def2-TZVPD)
H 2.889 2.206 -2.495
Er 0.653 -0.456 -1.557
H -3.396 -0.207 -0.650
P 2.041 1.545 -0.271
H 0.148 -3.025 0.182
C 0.718 -0.931 4.273
H 4.163 1.397 0.775
H -0.716 2.202 -4.976
H -3.265 -3.717 -1.668
H 1.671 0.522 -5.420
H 1.029 -3.253 -4.199
C 3.547 0.642 0.254
H 2.576 0.437 -3.141
C -2.295 -3.520 -2.149
H -0.864 3.661 -1.225
C -0.029 -4.268 -2.607
H 0.730 -5.027 -2.412
H 2.738 2.916 1.564
H -3.210 2.478 1.356
H 0.829 1.924 -4.111
H -0.522 -1.808 7.322
H -2.765 -1.248 0.655
H -2.713 1.828 -3.987
C 0.718 -0.090 6.941
N 1.120 -1.157 0.683
H -2.750 0.207 -3.252
H -0.938 -2.746 2.741
P -1.568 0.862 0.611
S -1.130 -5.261 -0.356
C 1.570 -0.382 -4.783
C 2.741 2.709 -1.522
H 1.186 2.138 1.977
C -3.031 -0.219 0.380
C 1.421 0.638 5.975
H 0.142 3.769 -2.714
H 4.079 0.225 -0.607
H 3.727 3.011 -1.128
H 2.083 3.581 -1.667
H 1.194 -1.235 -5.363
C 1.841 -0.355 -3.407
H -1.653 -0.318 2.736
C -1.607 0.730 2.453
C -0.793 3.387 -2.280
C -0.213 1.610 -4.195
C -2.145 -2.541 -3.137
H 2.122 0.719 3.931
H 1.976 1.545 6.257
H -3.836 0.154 1.034
C -2.443 2.488 0.569
C -2.592 1.275 -3.046
C -0.145 -2.210 2.239
N 0.812 0.726 9.412
H 1.822 -1.328 -2.840
H -1.640 3.791 -2.852
C 0.126 -3.301 -3.596
H 2.032 0.171 2.153
H -2.998 -1.897 -3.381
H 0.052 -5.890 -0.441
H -3.308 1.643 -2.308
C -1.163 -4.285 -1.781
H -0.628 -2.489 4.899
C 1.321 -0.611 1.904
N 0.667 -1.274 2.890
H 1.211 3.553 0.875
H -0.728 1.191 2.900
C 0.001 -1.233 6.562
C 0.232 -2.227 0.923
H -2.924 2.677 -0.397
H -1.725 3.287 0.795
C -0.037 -1.630 5.221
C 1.480 0.190 4.645
H -2.497 1.240 2.809
C 0.768 0.363 8.300
C -0.924 -2.408 -3.825
H 3.344 -0.176 0.951
P -0.891 1.588 -2.485
C 1.746 2.635 1.165
H -0.360 0.554 -4.451
H -0.820 -1.690 -4.632
```

Atomic partial charges in e from the Mulliken method, atoms 1 to 2: number 1, H, carries 0.23; number 2, Er, carries 0.13